44
Properties=species:S:1:pos:R:3:forces:R:3:lowdin_charge:R:1 method="wB97M-V/def2-TZVPD" homo_lumo_gap_ev=6.89 total_charge=+1 largest_force_ha_per_bohr=0.056 lumo_energy_ha=-0.181
C 1.05540 4.28636 0.77212 0.1 0.2 -0.1 -0.16
C -0.31191 3.64706 0.54173 0.3 -0.5 -0.1 -0.34
Si -0.85564 2.18889 1.62125 -0.8 0.9 -0.3 0.62
C -0.80850 2.76429 3.39034 0.4 -0.5 0.4 -0.20
C -2.65292 1.96044 1.15113 -0.1 -0.5 -0.1 -0.21
H -0.09136 0.80548 1.38490 -0.7 1.1 0.0 0.01
H 1.21162 5.11876 0.07879 0.0 -0.1 0.1 0.07
H 1.15289 4.70440 1.77572 0.0 -0.1 0.0 0.07
H 1.87959 3.58787 0.62005 0.0 0.0 0.0 0.05
H -1.08563 4.40887 0.72919 0.0 -0.3 0.0 0.09
H -0.42682 3.34549 -0.50807 0.0 0.1 0.1 0.07
H -1.44298 3.65086 3.53113 0.1 -0.2 -0.3 0.05
H -1.19031 1.98198 4.05686 0.1 0.2 0.0 0.03
H 0.20619 3.02855 3.70854 -0.2 -0.1 0.1 0.03
H -3.21507 2.89412 1.31526 0.3 -0.3 0.0 0.05
H -2.75715 1.68590 0.09135 -0.1 0.0 0.3 0.03
H -3.11472 1.17587 1.76648 0.0 0.2 -0.2 0.03
C 2.21023 0.25485 0.87176 0.0 1.1 -0.1 -0.05
C 0.98778 -0.59840 0.93380 0.6 -2.7 -1.0 -0.06
N 0.69258 -1.41892 -0.10277 0.3 1.8 1.8 0.06
C 0.08049 -2.69429 -0.00566 -0.7 -1.0 -0.6 -0.13
C 0.06466 -3.55428 1.07908 -0.2 0.1 -0.1 0.01
C -0.50974 -4.82116 0.89194 -0.1 0.3 -0.2 -0.05
C -1.04718 -5.19557 -0.35082 0.3 0.3 0.3 -0.04
C -0.93549 -4.34977 -1.45554 0.2 0.4 0.1 0.01
C -0.33687 -3.09970 -1.29744 -0.2 -0.8 1.2 -0.09
C 0.05621 -2.07288 -2.22886 0.3 1.2 -0.4 -0.09
C 0.75652 -1.08739 -1.48604 -0.2 0.0 -1.2 -0.12
C 1.27908 0.04512 -2.08573 -0.1 0.1 -0.4 0.00
C 1.05135 0.22869 -3.45838 -0.3 -0.4 0.0 -0.04
C 0.30777 -0.71018 -4.19428 0.1 -0.2 0.1 -0.05
C -0.17296 -1.88612 -3.59782 0.3 0.2 0.7 0.02
H 2.71439 0.34939 1.84353 -0.5 -0.2 -0.1 0.11
H 2.96190 -0.11106 0.16243 -0.4 -0.1 0.0 0.11
H 1.90268 1.27463 0.58431 0.5 -0.3 0.0 0.06
H 0.55710 -0.91014 1.89464 0.5 -0.1 -0.5 0.13
H 0.49287 -3.23650 2.02873 -0.1 -0.3 -0.1 0.12
H -0.53359 -5.51471 1.72740 -0.1 0.1 -0.2 0.11
H -1.52934 -6.16567 -0.45626 0.2 0.2 0.0 0.12
H -1.28757 -4.64865 -2.43713 0.0 -0.1 0.1 0.12
H 1.84184 0.77477 -1.52291 -0.1 0.1 -0.2 0.10
H 1.45158 1.11235 -3.95887 -0.1 -0.3 0.2 0.12
H 0.10801 -0.54475 -5.25577 0.2 0.0 0.4 0.12
H -0.71699 -2.65485 -4.15007 0.1 0.4 0.0 0.13


46
Properties=species:S:1:pos:R:3:forces:R:3:lowdin_charge:R:1 method="wB97M-V/def2-TZVPD" homo_lumo_gap_ev=9.64 largest_force_ha_per_bohr=0.060 lumo_energy_ha=0.031
O -3.47186 -1.68881 -0.70997 2.4 -1.5 -0.2 -0.18
O -0.94300 -2.04110 0.20702 0.4 -0.4 -1.9 -0.16
O -1.32865 -0.30158 -1.82693 -0.6 -0.6 0.4 -0.16
C 2.99258 0.38040 1.57570 0.4 0.0 0.5 -0.11
C 1.44279 3.62217 0.66162 0.0 0.3 1.1 -0.12
C 2.78671 -0.84640 0.98356 -0.7 -0.2 -0.6 -0.08
C 2.17837 0.82604 2.59580 -0.5 0.4 0.1 -0.09
C 0.20332 3.02795 0.64945 -0.5 -0.3 -0.9 -0.07
C 2.39008 3.34744 -0.28909 0.2 0.3 -0.3 -0.09
C 1.68180 -1.60983 1.36110 0.2 0.1 0.4 -0.04
C 1.05265 0.09710 2.92304 0.0 -0.6 -0.1 -0.04
C -0.12059 2.20213 -0.42281 -0.6 0.8 0.5 -0.02
C 2.04364 2.52695 -1.34162 1.3 0.0 -0.2 -0.05
C 0.79174 -1.14061 2.33379 0.6 0.5 -0.6 -0.24
C 0.78697 2.00362 -1.43810 0.0 -0.9 0.3 -0.25
C -4.05255 -0.46893 -0.83387 -2.4 1.8 -0.6 -0.19
C -1.47012 -1.64039 1.41347 -1.2 0.2 1.4 -0.26
C 0.07768 -0.32536 -2.06770 0.6 -0.3 0.2 -0.23
C -0.48948 -1.85586 2.58444 -0.1 -0.4 -0.3 -0.12
C 0.50330 1.05367 -2.53249 -1.3 -0.2 -0.5 -0.12
C -1.67373 -3.11026 -2.31854 -0.5 0.0 0.1 -0.09
Si -1.86391 -1.71208 -1.14597 0.4 -1.3 0.5 0.30
H 3.84624 0.95641 1.30838 0.5 0.4 -0.3 0.09
H 1.66911 4.26244 1.49387 0.3 0.3 0.2 0.10
H 3.39498 -1.11637 0.12050 0.0 -0.3 0.4 0.11
H 2.33886 1.78087 3.09438 0.2 -0.2 -0.2 0.11
H -0.53467 3.26008 1.40263 0.0 -0.1 0.2 0.11
H 3.36424 3.80232 -0.21667 0.2 0.0 0.0 0.10
H 1.48131 -2.58192 0.93619 0.1 0.0 -0.3 0.11
H 0.35487 0.47887 3.64224 -0.2 0.2 0.4 0.11
H -1.10944 1.78607 -0.52677 -0.1 -0.2 0.2 0.11
H 2.78138 2.19702 -2.07381 0.0 0.4 0.1 0.12
H -3.79002 0.18435 0.00577 -0.2 0.2 -0.1 0.09
H -3.76084 0.02431 -1.78106 -0.3 0.1 0.4 0.09
H -5.16146 -0.64136 -0.86250 0.8 0.5 0.1 0.10
H -2.39014 -2.24226 1.53815 0.2 0.5 0.6 0.13
H -1.75083 -0.58089 1.32536 0.0 0.1 0.5 0.12
H 0.34446 -1.12639 -2.77667 -0.3 0.4 -0.3 0.12
H 0.61386 -0.62501 -1.15463 -0.1 0.4 0.0 0.11
H -0.30599 -2.93985 2.64184 -0.1 0.2 0.2 0.13
H -0.89309 -1.50267 3.54233 -0.3 -0.2 -0.3 0.12
H -0.32690 1.45720 -3.13492 0.2 -0.2 -0.1 0.14
H 1.35522 0.97076 -3.16477 0.7 -0.1 -0.6 0.10
H -1.56922 -4.07450 -1.82985 0.0 0.0 0.1 0.05
H -0.86392 -2.96228 -3.00593 0.5 -0.1 -0.4 0.02
H -2.60574 -3.11348 -2.88596 0.0 -0.2 -0.2 0.05


55
Properties=species:S:1:pos:R:3:forces:R:3:lowdin_charge:R:1 method="wB97M-V/def2-TZVPD" homo_lumo_gap_ev=8.22 largest_force_ha_per_bohr=0.020 lumo_energy_ha=-0.007 de_lowest_kcal_mol=2.3
Pd 0.11261 -0.38468 0.76748 -0.7 -0.3 0.7 0.50
C 3.68300 -4.27593 -3.78261 0.0 0.0 0.0 -0.19
Si 3.11386 -2.64369 -3.06381 0.0 0.0 0.0 0.50
C 2.12680 -1.70800 -4.34548 0.0 0.0 0.0 -0.18
C 4.59001 -1.65221 -2.49196 0.0 0.0 0.0 -0.17
C 2.01613 -3.03646 -1.57444 0.0 -0.1 0.1 -0.23
C 1.85238 -4.34157 -1.10972 -0.1 0.0 0.1 -0.06
C 1.07412 -4.63670 0.00963 0.1 0.0 -0.2 -0.05
C 0.44659 -3.59952 0.66789 -0.1 0.0 0.0 -0.11
N 0.56694 -2.34825 0.23331 0.7 0.2 -0.3 -0.10
C 1.33545 -2.06669 -0.83936 0.0 0.4 -0.1 -0.67
S 1.33378 -0.29164 -1.10125 0.2 -0.8 -0.2 0.58
H 4.28262 -4.09120 -4.67656 0.0 0.0 0.0 0.03
H 2.84186 -4.90680 -4.07793 0.0 0.0 0.0 0.04
H 4.30462 -4.83904 -3.08349 0.0 0.0 0.0 0.03
H 2.72898 -1.55623 -5.24438 0.0 0.0 0.0 0.03
H 1.81290 -0.72967 -3.97952 0.0 0.0 0.0 0.00
H 1.23084 -2.26335 -4.63016 0.0 0.0 0.0 0.04
H 5.24748 -1.42745 -3.33496 0.0 0.0 0.0 0.03
H 5.16885 -2.20789 -1.75158 0.0 0.0 0.0 0.04
H 4.28288 -0.70855 -2.03895 0.0 0.0 0.0 0.01
H 2.34732 -5.15787 -1.62262 0.0 0.0 0.0 0.10
H 0.96291 -5.65120 0.36369 0.0 0.0 0.0 0.11
H -0.16944 -3.74926 1.54509 0.0 0.0 0.0 0.11
C -0.00142 2.96786 -0.61717 -0.1 0.1 0.0 -0.28
As -0.63850 1.80419 0.78665 -0.1 0.5 -0.1 1.08
C -0.52395 2.94816 2.33426 0.1 0.0 0.0 -0.25
C -2.55658 1.62444 0.44048 0.0 0.1 0.0 -0.29
C -3.30398 2.91542 0.57649 0.0 0.0 0.0 -0.32
C -3.83885 3.29130 1.80693 0.0 0.0 0.0 -0.06
C -4.49787 4.50273 1.94973 0.0 0.0 0.0 -0.08
C -4.63268 5.35654 0.86370 0.0 0.0 0.0 -0.09
C -4.11054 4.98826 -0.36755 0.0 0.0 0.0 -0.08
C -3.45133 3.77555 -0.50895 0.0 0.0 0.0 -0.06
H -0.59405 3.88198 -0.62355 0.0 0.0 0.0 0.03
H -0.07742 2.46163 -1.57776 0.0 0.0 0.0 0.02
H 1.04232 3.21101 -0.42399 0.0 0.0 0.0 0.04
H -1.06632 3.86873 2.12218 0.0 0.0 0.0 0.04
H 0.52745 3.15712 2.52156 0.0 0.0 0.0 0.04
H -0.93604 2.45748 3.21033 0.0 0.0 0.0 0.02
H -2.90431 0.87263 1.14877 0.0 0.0 0.0 0.07
H -2.63757 1.20702 -0.56410 0.0 0.0 0.0 0.08
H -3.73874 2.62592 2.65716 0.0 0.0 0.0 0.12
H -4.91032 4.77845 2.91161 0.0 0.0 0.0 0.11
H -5.14911 6.30083 0.97517 0.0 0.0 0.0 0.10
H -4.22145 5.64286 -1.22241 0.0 0.0 0.0 0.10
H -3.05636 3.48624 -1.47651 0.0 0.0 0.0 0.11
F 0.98437 -2.40916 3.39518 0.0 0.0 0.0 0.11
C 0.05621 -2.00673 4.27619 0.0 0.0 0.0 -0.68
F -0.92216 -2.91570 4.28179 0.0 0.0 0.0 0.13
F 0.61161 -1.97371 5.48374 0.0 0.0 0.0 0.15
S -0.58197 -0.34507 3.81323 -0.2 -0.4 -0.5 0.49
O -1.16842 -0.63387 2.45176 0.4 0.1 0.6 -0.48
O -1.58893 -0.04789 4.78407 0.0 0.1 -0.1 -0.27
O 0.59343 0.47968 3.75274 0.0 0.0 0.0 -0.31